The following is a quantum chemistry calculation of an isolated ion of composition C3H9NS and charge +1 at a distorted geometry, from the OMol25 dataset.

Element x y z (Å)
S1 0.1821 1.9808 -0.3506
N1 -1.1186 -0.2706 0.6303
C1 -0.4920 -1.5583 0.5701
C2 1.6660 0.8944 -0.4734
C3 -1.1720 0.7835 -0.3690
H1 -0.6051 0.1662 1.4127
H2 -2.0836 1.3532 -0.1429
H3 0.5931 -1.5503 0.3391
H4 1.4353 -0.1048 -0.8204
H5 2.3762 1.2688 -1.2040
H6 2.0276 0.9875 0.5463
H7 -0.8728 -2.1284 -0.2872
H8 -1.3617 0.3147 -1.3347
H9 -0.5746 -2.1368 1.4837

As for the lowest unoccupied orbital energy (alpha / beta): -3.03 / -8.28 eV. As for the frontier orbital gap (alpha / beta): 0.438 / 0.219 Eh. The strongest force on any atom comes out at 3.9 eV/Å. The energy above the lowest of the compared OMol25 structures with the same formula, charge and spin comes out at 67.83 kJ/mol. The expectation value of S² is 0.759. Its total charge is +1. As for the spin multiplicity: 2. The HOMO energy (alpha / beta) is -14.96 / -14.24 eV.